Density functional theory data (wB97M-V/def2-TZVPD) for a structure of composition C22H29CoN5O6S.

Results
* E: -91474.9804 eV
* net charge: -2
* <S²>: 3.90
* HOMO energy (alpha / beta): 0.36 / 0.95 eV
* 2S+1: 4

Cartesian coordinates (Å):
Co1 -0.34 0.95 -0.68
N1 1.46 4.28 1.91
C1 1.04 3.06 1.60
S1 2.39 1.58 1.47
N2 -0.20 2.70 1.82
N3 -0.83 1.62 1.36
C2 -1.96 1.24 1.94
C3 -3.08 0.53 1.36
C4 -4.14 0.18 2.21
C5 -5.31 -0.37 1.71
C6 -5.49 -0.57 0.35
C7 -4.45 -0.27 -0.56
C8 -3.21 0.24 -0.06
O1 -2.14 0.42 -0.81
H1 2.17 4.75 1.37
H2 0.77 4.85 2.37
H3 -2.19 1.55 2.97
H4 -4.04 0.38 3.31
H5 -6.18 -0.56 2.34
H6 -6.48 -0.97 -0.01
H7 -4.66 -0.22 -1.62
O2 0.26 4.99 -0.92
C9 0.34 3.82 -1.33
O3 -0.52 2.92 -1.05
C10 1.61 3.49 -2.13
C11 3.73 2.50 1.44
C12 4.36 2.94 0.21
C13 4.14 2.00 -1.03
C14 2.79 1.43 -1.37
O4 1.85 1.39 -0.27
C15 2.06 2.13 -2.51
C16 1.05 1.20 -3.36
O5 1.16 1.02 -4.60
O6 0.21 0.60 -2.57
H8 2.25 4.31 -2.39
H9 4.18 2.80 2.40
H10 5.40 3.12 0.41
H11 3.94 3.94 -0.12
H12 4.72 1.08 -0.88
H13 4.55 2.39 -2.00
H14 2.99 0.38 -1.75
H15 2.80 2.55 -3.21
C17 -0.44 -5.53 1.02
C18 -1.40 -4.33 0.81
N4 -0.75 -3.25 0.02
C19 -0.56 -3.56 -1.40
C20 0.88 -3.50 -1.85
C21 -0.27 -2.10 0.54
C22 -0.42 -1.88 2.01
N5 0.21 -1.11 -0.22
H16 -0.76 -6.14 1.92
H17 0.56 -5.19 1.23
H18 -0.42 -6.14 0.12
H19 -1.60 -3.89 1.80
H20 -2.34 -4.71 0.36
H21 -1.25 -3.01 -2.09
H22 -0.94 -4.57 -1.51
H23 1.61 -3.76 -1.06
H24 1.09 -2.53 -2.31
H25 1.05 -4.25 -2.68
H26 -1.52 -1.87 2.26
H27 0.05 -0.97 2.39
H28 -0.05 -2.74 2.55
H29 0.30 -1.36 -1.22